[1]
5 unconnected molecules or ions with the total composition C8H24O4 at a distorted geometry, computed with wB97M-V/def2-TZVPD.

As for the SMILES: C/C=C(\C)CCCC.O.O.O.O. The relative energy (zero: lowest compared OMol25 entry of this formula, charge and spin) is 0.6 kcal per mole. The value obtained for the HOMO energy is -8.686 eV.

```
! RIJCOSX wB97M-V def2-TZVPD def2/J DEFGRID3
* xyz 0 1
C 1.745 -1.010 2.053
C 0.715 -0.364 1.201
C -0.534 -0.006 1.508
C -0.928 0.412 2.907
C -1.529 0.340 0.424
C -2.672 -0.675 0.417
C -2.302 -2.134 0.094
C -1.568 -2.356 -1.244
H 2.231 -1.881 1.600
H 2.621 -0.363 2.164
H 1.451 -1.404 3.028
H 0.881 -0.545 0.138
H -0.765 -0.415 3.600
H -1.918 0.855 2.910
H -0.211 1.162 3.249
H -1.014 0.260 -0.521
H -1.950 1.333 0.550
H -3.482 -0.404 -0.269
H -3.138 -0.706 1.409
H -3.187 -2.766 -0.013
H -1.753 -2.532 0.948
H -1.177 -1.421 -1.634
H -2.267 -2.649 -2.027
H -0.779 -3.090 -1.120
O 0.319 0.547 -3.038
H 0.211 -0.386 -2.840
H 1.043 0.867 -2.455
O -0.552 2.642 -1.464
H -1.410 2.863 -1.162
H -0.565 1.927 -2.125
O 2.259 1.917 -1.580
H 1.407 2.241 -1.235
H 2.725 1.527 -0.829
O 3.676 -0.038 -0.011
H 4.256 -0.806 0.016
H 4.306 0.671 -0.206
*
```

***

[2]
A molecular structure, C8H25Al2BBeBr2Cl2F8MgNO3Si at a distorted geometry, computed with wB97M-V/def2-TZVPD.

The relative energy (zero: lowest compared OMol25 entry of this formula, charge and spin) is 0.0 kcal per mole. The value obtained for the HOMO energy is -15.211 eV.

```
! RIJCOSX wB97M-V def2-TZVPD def2/J DEFGRID3
* xyz 3 1
C -4.332 -4.227 1.730
C -3.082 -3.576 1.190
Br -3.471 -2.467 -0.369
C -1.844 -4.422 0.908
Si -0.545 -3.673 2.061
Br -1.953 -6.333 1.239
H -4.835 -4.811 0.974
H -4.085 -4.826 2.599
H -4.976 -3.435 2.093
H -2.779 -2.824 1.919
H -1.499 -4.300 -0.107
H 0.069 -2.504 1.407
H -1.268 -3.284 3.286
H 0.461 -4.731 2.482
Be -0.546 -6.155 3.612
Cl -4.063 -3.782 -2.517
F 0.205 0.780 0.458
Al -1.480 0.927 0.622
F -2.141 -0.644 0.389
F -2.061 1.941 -0.574
F -1.872 1.454 2.123
Mg -4.631 -2.519 -4.569
C 2.411 1.158 -4.016
C 1.543 0.962 -2.780
C 2.315 0.819 -1.458
O 2.939 -0.505 -1.317
C 4.236 -0.669 -2.007
N 0.660 -0.190 -2.978
H 2.906 0.237 -4.327
H 1.793 1.487 -4.847
H 3.172 1.919 -3.853
H 0.921 1.845 -2.668
H 1.609 0.924 -0.623
H 3.096 1.635 -1.294
H 4.815 0.249 -1.949
H 4.072 -0.959 -3.037
H 4.784 -1.470 -1.507
H 0.006 -0.250 -2.198
H 1.207 -1.044 -2.929
B -1.340 0.963 5.293
F -2.451 1.784 5.181
F -0.262 1.553 4.617
F -0.982 0.794 6.622
F -1.621 -0.293 4.725
O 2.205 3.172 0.179
H 1.433 2.589 0.153
H 1.841 4.043 0.395
C 0.298 6.909 -0.829
O 1.278 6.386 0.052
H 0.766 7.057 -1.795
H -0.544 6.211 -0.930
H -0.079 7.868 -0.454
H 0.859 6.267 0.914
Cl 4.058 3.349 -1.703
Al 2.783 -1.389 0.413
*
```

***

[3]
4 unconnected molecules or ions with the total composition C8H25N5O5 at a distorted geometry, computed with wB97M-V/def2-TZVPD.

As for the SMILES: COCCNCCOC.NC(N)=O.NC(N)=O.O. The relative energy (zero: lowest compared OMol25 entry of this formula, charge and spin) is 0.0 kcal per mole. The value obtained for the HOMO energy is -9.144 eV.

```
! RIJCOSX wB97M-V def2-TZVPD def2/J DEFGRID3
* xyz 0 1
C 12.744 13.633 6.557
O 12.794 12.263 6.285
C 11.667 11.602 6.730
C 11.852 10.964 8.072
N 10.567 10.388 8.482
C 10.548 9.686 9.773
C 9.160 9.085 10.139
O 8.274 10.193 10.355
C 6.977 9.935 10.766
H 12.734 13.858 7.633
H 11.915 14.177 6.067
H 13.595 14.120 6.080
H 11.401 10.795 6.036
H 10.739 12.196 6.791
H 12.333 11.575 8.841
H 12.525 10.110 7.948
H 9.857 11.097 8.428
H 10.933 10.286 10.658
H 11.227 8.803 9.669
H 9.342 8.552 11.063
H 8.852 8.437 9.315
H 6.478 9.482 9.880
H 6.474 10.856 11.044
H 6.816 9.258 11.609
N 5.691 8.087 5.982
C 6.154 7.800 7.174
N 5.208 7.204 8.071
O 7.278 7.985 7.636
H 6.230 8.844 5.539
H 4.732 8.198 5.877
H 4.245 6.940 8.004
H 5.595 7.371 8.992
N 11.323 7.380 4.210
C 11.711 6.090 4.444
N 11.136 5.558 5.590
O 12.195 5.351 3.605
H 11.568 7.660 3.278
H 10.728 7.863 4.833
H 10.915 6.136 6.359
H 11.545 4.723 5.962
O 10.012 8.134 6.786
H 9.074 8.091 6.595
H 10.150 8.957 7.312
*
```

***

[4]
15 unconnected molecules or ions with the total composition C8H26B2O29 at a distorted geometry, computed with wB97M-V/def2-TZVPD.

The relative energy (zero: lowest compared OMol25 entry of this formula, charge and spin) is 66.0 kcal per mole. The value obtained for the HOMO energy is -5.469 eV.

```
! RIJCOSX wB97M-V def2-TZVPD def2/J DEFGRID3
* xyz -2 1
O -25.928 3.419 -3.217
C -24.884 4.082 -2.875
O -23.968 3.617 -2.161
B -22.879 4.638 -2.011
O -23.316 5.775 -2.770
C -24.515 5.517 -3.313
O -25.183 6.282 -4.068
O -21.549 4.256 -2.569
C -20.676 4.416 -1.636
O -19.411 4.255 -1.822
C -21.309 4.858 -0.324
O -22.579 5.019 -0.612
O -20.734 5.089 0.788
O -25.571 5.068 1.118
C -25.140 3.870 1.027
O -23.872 3.481 1.317
B -23.801 1.997 1.077
O -25.108 1.593 0.503
C -25.962 2.595 0.587
O -27.147 2.656 0.331
O -23.490 1.086 2.195
C -22.264 0.770 2.098
O -21.682 0.071 2.930
C -21.724 1.223 0.754
O -22.701 1.888 0.059
O -20.547 1.193 0.397
O -26.469 8.608 -6.276
H -25.821 8.118 -5.770
H -27.101 7.947 -6.560
O -28.261 4.085 -5.059
H -27.657 3.416 -5.381
H -27.845 4.915 -5.291
O -18.282 2.943 -3.705
H -18.651 3.376 -2.935
H -17.967 2.100 -3.378
O -18.105 1.272 -1.286
H -17.891 0.424 -0.897
H -18.788 1.631 -0.720
O -22.763 0.919 -3.377
H -22.154 1.592 -3.071
H -23.425 1.402 -3.872
O -18.131 3.610 1.436
H -18.899 4.122 1.184
H -17.479 4.263 1.691
O -18.742 7.258 -1.903
H -17.816 7.185 -1.672
H -19.155 6.506 -1.481
O -27.359 1.395 -2.664
H -27.679 1.881 -1.904
H -26.636 1.924 -3.000
O -26.339 5.843 -6.609
H -25.751 5.418 -5.985
H -25.770 6.112 -7.330
O -23.085 8.894 -0.905
H -23.637 8.526 -0.214
H -22.867 8.146 -1.461
O -24.250 2.253 -5.385
H -25.152 2.569 -5.433
H -24.011 2.070 -6.293
O -22.765 6.403 2.751
H -22.533 5.907 1.966
H -22.211 6.036 3.440
O -21.241 3.658 -5.423
H -21.499 4.055 -4.591
H -21.995 3.793 -5.997
*
```

***

[5]
4 unconnected molecules or ions with the total composition C8H26N2O4 at a distorted geometry, computed with wB97M-V/def2-TZVPD.

As for the SMILES: COC[C@H](C)N.COC[C@H](C)N.O.O. The relative energy (zero: lowest compared OMol25 entry of this formula, charge and spin) is 30.1 kcal per mole. The value obtained for the HOMO energy is -8.744 eV.

```
! RIJCOSX wB97M-V def2-TZVPD def2/J DEFGRID3
* xyz 0 1
C 2.150 -0.288 -2.811
O 3.323 0.209 -2.156
C 3.271 -0.077 -0.770
C 2.254 0.726 0.022
C 2.332 2.227 -0.182
N 2.418 0.421 1.445
H 2.364 -0.340 -3.878
H 1.406 0.488 -2.630
H 1.821 -1.274 -2.487
H 3.102 -1.164 -0.714
H 4.258 -0.027 -0.295
H 1.270 0.405 -0.354
H 2.524 2.455 -1.233
H 3.211 2.591 0.358
H 1.474 2.786 0.183
H 1.523 0.712 1.841
H 2.507 -0.544 1.735
C -3.121 -2.400 0.544
O -2.085 -1.530 0.906
C -2.443 -0.796 2.072
C -1.391 0.258 2.355
C -1.108 1.294 1.282
N -0.098 -0.447 2.654
H -3.139 -3.310 1.152
H -3.081 -2.723 -0.501
H -4.120 -1.945 0.576
H -3.423 -0.310 1.949
H -2.615 -1.489 2.903
H -1.619 0.803 3.275
H -1.958 1.903 0.960
H -0.907 0.792 0.328
H -0.289 1.930 1.596
H -0.357 -1.242 3.238
H 0.108 -0.952 1.787
O -0.847 -0.869 -1.834
H -1.211 -1.356 -1.076
H -1.627 -0.521 -2.285
O -2.320 1.058 -3.389
H -2.079 1.951 -3.118
H -1.477 0.595 -3.448
*
```

***

[6]
10 unconnected molecules or ions with the total composition C8H27BF10O9 at a distorted geometry, computed with wB97M-V/def2-TZVPD.

As for the SMILES: FCCBCCC(F)(F)C(F)(F)C(F)(F)C(F)(F)F.O.O.O.O.O.O.O.O.O. The value obtained for the HOMO energy is -10.525 eV.

```
! RIJCOSX wB97M-V def2-TZVPD def2/J DEFGRID3
* xyz 0 1
F -1.405 3.962 2.741
C -0.827 2.748 2.327
C -1.933 1.827 1.849
B -1.792 0.301 2.187
C -0.465 -0.441 2.645
C 0.407 -0.952 1.494
C 1.227 0.116 0.818
F 1.846 0.880 1.781
F 0.461 0.981 0.089
C 2.396 -0.376 -0.071
F 3.128 -1.271 0.644
F 3.198 0.674 -0.347
C 2.008 -1.090 -1.385
F 1.212 -2.155 -1.105
F 3.139 -1.556 -1.957
C 1.256 -0.234 -2.455
F -0.067 -0.252 -2.238
F 1.689 1.028 -2.499
F 1.480 -0.799 -3.661
H -0.121 3.019 1.549
H -0.263 2.352 3.166
H -2.846 2.177 2.320
H -2.068 1.893 0.773
H -2.787 -0.350 2.113
H 0.116 0.132 3.364
H -0.784 -1.331 3.177
H -0.182 -1.519 0.783
H 1.115 -1.664 1.912
O -1.727 -3.065 2.320
H -2.521 -3.537 2.047
H -1.157 -3.754 2.679
O 3.839 -3.001 -4.684
H 4.174 -3.398 -3.876
H 3.247 -2.307 -4.382
O -4.220 1.373 -0.202
H -4.959 0.793 -0.416
H -4.596 2.259 -0.217
O -4.612 3.696 2.578
H -3.796 4.132 2.304
H -5.044 4.339 3.147
O 4.540 1.827 2.254
H 3.718 1.358 2.062
H 5.134 1.156 2.600
O 0.351 -5.183 -2.216
H -0.563 -5.315 -1.949
H 0.579 -4.317 -1.868
O 2.503 3.764 -0.880
H 2.033 3.048 -1.314
H 3.371 3.399 -0.682
O -2.523 -1.005 -0.570
H -2.905 -0.126 -0.705
H -1.713 -0.990 -1.087
O -1.099 -1.000 -5.590
H -0.215 -0.718 -5.341
H -0.954 -1.685 -6.248
*
```

***

| no. | frontier orbital gap (hartree) | calculated total energy (Eh) | lowest unoccupied orbital energy (eV) |
| --- | --- | --- | --- |
| 1 | 0.3331 | -620.13310 | 0.38 |
| 2 | 0.0613 | -8480.56360 | -13.54 |
| 3 | 0.3470 | -969.80291 | 0.30 |
| 4 | 0.3276 | -2552.69686 | 3.44 |
| 5 | 0.3387 | -730.80553 | 0.47 |
| 6 | 0.3879 | -2021.68425 | 0.03 |